A 11-piece molecular cluster, C49H119NO21 overall, computed with the ωB97M-V functional and the def2-TZVPD basis.

Last column: Mulliken charge in e.
Cartesian coordinates (Å):
O -3.4949 -2.0263 -11.9595  -0.400
O -4.6738 -4.7922 1.4785  -0.249
O -11.7344 -0.8890 -7.3061  -0.203
O -8.2324 -14.9082 -5.2959  -0.343
O -4.4733 -6.8226 -12.4851  -0.246
O -10.2048 -2.1994 -1.5415  -0.152
O -3.5024 -0.3224 -5.9208  -0.469
O -10.3718 -6.1585 -10.2708  -0.431
O -7.4510 -1.0915 -9.5840  -0.367
O -8.3691 -8.7696 -10.3727  -0.156
O -11.4333 1.0673 -0.5512  -0.377
O -3.0608 -0.0517 -9.7185  -0.150
O -5.7070 -7.3259 -0.8385  -0.435
O -8.2350 -6.7288 -5.5602  -0.317
O -7.5705 -11.6603 -5.8732  -0.337
O -5.5630 -5.2996 -7.7222  -0.305
O 1.0584 -4.2522 -9.3459  -0.454
O -6.3644 1.2268 -6.9365  -0.033
O -1.2163 -5.5484 -10.9368  -0.281
O -12.6682 -3.1649 -5.8159  -0.206
O -4.4352 -8.1459 -15.4526  -0.410
N -3.9179 -1.3957 -5.1642  1.086
C -7.0898 0.7488 -8.1144  -0.929
C -6.8689 -6.4890 -5.9329  -0.121
C -4.0892 -3.8477 -4.8899  -0.737
C -12.9376 -3.7767 -4.5206  -0.450
C -1.7480 -2.6849 -4.8030  -1.787
C -1.3206 -6.6633 -10.0846  -0.814
C -3.4107 -8.1457 -14.4884  -0.676
C -11.1480 -0.3467 -8.5268  -0.297
C -5.2261 -5.0766 -9.0397  1.525
C -9.6756 -8.4864 -9.6836  -0.211
C -4.0460 -0.1424 -10.6649  -0.604
C -3.2300 -2.6631 -5.4728  1.216
C -10.4857 -1.1586 -0.6189  -0.593
C -4.4376 -1.5667 -11.0420  0.161
C -5.3312 -2.2216 -3.3470  -1.664
C -4.1326 -4.7160 2.7917  -0.837
C -3.0114 1.0379 -8.9023  -0.620
C -6.8059 -5.9305 -7.4130  0.231
C -1.2771 -4.3274 -10.3457  0.582
C -3.4262 -0.7136 -2.6959  -2.001
C -9.2348 -3.1532 -1.0184  -0.673
C -3.7563 -3.3491 -12.4313  -0.885
C -13.0960 -1.2941 -7.4266  -0.619
C -6.3736 -7.3848 -2.0144  -0.588
C -9.0080 -5.6295 -10.4807  0.574
C -8.1821 -12.8685 -6.3911  -0.273
C -4.8372 -6.0873 1.0212  -0.610
C -7.8065 -10.1149 -10.1333  -0.872
C -10.5994 -7.5785 -10.5410  -0.740
C -13.4652 -2.0404 -6.0788  -0.634
C -8.0183 -2.3926 -9.6691  -0.799
C -5.7021 -8.4324 -15.0173  -0.530
C -7.2261 -14.0046 -5.8050  -0.467
C -3.1155 -2.9183 -6.9927  -1.283
C -12.6380 1.6927 -0.7139  -0.781
C -7.0166 -0.7130 -8.2993  0.546
C -11.3870 -0.1437 -1.2800  -0.357
C 1.5882 -3.3645 -10.3209  -0.726
C -6.8902 2.4583 -6.3773  -1.049
C -8.9360 -5.5745 -5.0530  -0.223
C -5.6266 -6.0314 -0.2750  0.328
C -8.3905 -10.4791 -5.8115  -0.511
C -5.2895 0.1832 -3.8783  -2.242
C -7.7769 -15.6701 -4.2040  -0.772
C -4.4576 -1.0246 -3.8334  1.496
C -4.6228 -3.5938 -3.4367  0.016
C -3.4241 -6.9875 -13.4373  -0.306
C -4.6386 -7.9492 -11.7304  -0.228
C -0.3362 -3.9578 -9.1812  -0.411
H -3.4744 -4.7477 -4.8916  0.653
H -12.5953 2.7317 -0.3874  0.295
H -5.3944 -1.4796 -11.5568  0.417
H -7.1266 3.2033 -7.1370  0.394
H -5.6767 -5.7787 -9.7412  -0.116
H -7.7832 2.1754 -5.8198  0.332
H -9.0986 -2.2589 -9.7248  0.055
H -3.8340 -6.4769 0.8486  0.315
H 2.5814 -3.7520 -10.5475  0.305
H -2.8032 -3.9339 -7.2359  0.325
H -3.6010 0.2077 -11.5964  0.363
H -8.4697 -10.9794 -10.1035  0.376
H -14.5111 -2.3439 -6.1250  0.428
H -4.0433 -2.7892 -7.5501  -0.531
H -4.6086 -2.2534 -10.2129  -0.230
H -0.3366 -2.9166 -8.8587  0.373
H -11.0813 -1.4716 0.2387  0.257
H -8.1516 0.9798 -8.0287  0.039
H -3.6390 -8.0947 -11.3209  0.189
H -7.5599 -3.0803 -8.9584  0.217
H 1.1484 -3.4905 -11.3102  0.266
H -0.8314 -4.4745 -8.3591  0.180
H -6.3954 -8.4468 -2.2589  0.377
H -8.9161 -4.6092 -10.1083  -0.376
H -7.6515 -1.0850 -7.4952  0.643
H -2.9631 -3.9371 -12.8931  0.240
H -2.3008 -4.1563 -10.0125  -0.720
H -3.2250 -6.0426 -13.9430  0.227
H -8.7667 -4.7973 -5.7983  0.300
H -8.3267 -6.2097 -9.8584  -0.242
H -5.0171 -8.7879 -12.3147  0.201
H -5.6205 -2.0471 -2.3107  0.453
H -3.1742 -5.2194 2.9193  0.305
H -6.8787 -16.2597 -4.3874  0.306
H -4.1832 -5.0388 -9.3544  -0.921
H -9.3972 -8.0865 -8.7085  0.161
H -2.5474 -6.9464 -12.7910  0.352
H -1.2865 -3.4513 -5.4257  0.494
H -13.4114 -1.9800 -8.2128  0.351
H -5.6968 -4.1258 -9.2900  -0.275
H -4.9152 1.0850 -4.3630  0.437
H -6.4391 -8.4866 -15.8185  0.334
H -7.1534 -10.1851 -11.0031  0.255
H -5.2317 -5.3569 -1.0348  -0.201
H -11.7713 0.4832 -8.8599  0.391
H -3.8903 1.2196 -8.2836  0.046
H -4.8348 -5.1188 3.5216  0.335
H -2.3143 -7.0285 -9.8254  0.200
H -7.1861 -10.0306 -9.2411  0.279
H -10.3319 -7.6716 -11.5935  0.291
H -9.6591 -0.6373 -0.1362  0.361
H -2.9024 -1.6332 -2.4352  0.328
H -6.5748 -14.4910 -6.5312  0.292
H -7.7773 -2.8612 -10.6233  0.528
H -4.0693 -3.7027 3.1882  0.279
H -8.6374 -16.2960 -3.9674  0.236
H -6.1273 2.8869 -5.7275  0.281
H -6.4038 -7.4347 -6.2112  0.458
H -1.0868 -1.8249 -4.9090  0.367
H -1.6556 -2.8129 -3.7245  0.280
H -7.5717 -5.1791 -7.6052  0.052
H -9.2119 -12.9930 -6.0563  0.332
H -9.9878 -5.7906 -4.8657  -0.050
H -4.9594 0.3617 -10.3491  0.265
H -8.7602 -10.2387 -6.8082  0.183
H -10.9195 0.1823 -2.2092  0.276
H -8.1776 -2.8878 -1.0218  0.249
H -13.5206 -1.2686 -5.3111  0.333
H -9.3149 -3.9673 -1.7388  0.154
H -0.6281 -6.7510 -9.2474  0.354
H -4.3593 -0.0405 -6.2493  0.217
H -12.5580 -3.1018 -3.7535  0.166
H -2.2596 0.8736 -8.1304  0.209
H -3.9596 -0.4319 -1.7880  0.508
H -3.4174 -9.1263 -14.0124  0.381
H -8.4683 -5.3238 -4.1009  0.107
H -12.2874 -4.6514 -4.5113  0.061
H -2.5450 -7.9633 -15.1250  0.365
H -6.5977 -5.6179 -0.0028  0.172
H -4.6046 -3.2932 -13.1136  0.547
H -10.2205 -9.4296 -9.6455  0.471
H -2.3704 -2.3056 -7.5000  0.653
H -1.2004 -3.5879 -11.1427  0.469
H -6.0216 -1.0535 -8.0126  -0.175
H -6.3280 -5.8896 -5.2006  -0.438
H -5.4656 0.5372 -2.8625  0.500
H -6.5667 -13.8301 -4.9549  0.340
H -6.2495 -0.0101 -4.3570  0.403
H 1.6508 -2.3572 -9.9090  0.312
H -10.1576 0.0675 -8.3380  -0.260
H -13.7066 -0.3949 -7.5089  0.367
H -8.2100 -12.6800 -7.4643  0.178
H -6.2805 -2.2502 -3.8818  0.470
H -7.3515 -6.9154 -2.1210  0.270
H -6.5536 1.3143 -8.8765  0.352
H -2.8973 1.9419 -9.5006  0.417
H -5.4038 -4.2590 -3.0685  -0.024
H -5.2905 -6.6807 1.8154  0.369
H -12.8400 1.8943 -1.7659  0.327
H -4.8654 -3.9247 -5.6513  -0.119
H -5.3636 -7.8532 -10.9222  -0.100
H -9.4720 -3.4408 0.0058  0.375
H -7.5243 -14.9978 -3.3840  0.343
H -7.7177 -9.7515 -5.3575  0.155
H -13.4665 1.3182 -0.1127  0.309
H -6.9768 -6.6857 -8.1802  0.035
H -2.8158 0.0508 -3.1768  0.411
H -10.9998 -1.1346 -9.2652  0.274
H -12.4081 -0.4993 -1.4177  0.341
H -8.7445 -5.6909 -11.5366  0.383
H -11.6470 -7.8477 -10.4057  0.374
H -5.7810 -6.9457 -2.8170  0.227
H -3.7267 -3.7497 -2.8361  0.251
H -14.0068 -3.9429 -4.3889  0.331
H -6.0872 -7.7893 -14.2260  0.163
H -9.1704 -10.5137 -5.0508  0.359
H -1.0226 -7.5299 -10.6749  0.432
H -4.1449 -4.0254 -11.6699  0.224
H -5.6704 -9.4085 -14.5333  0.274

Forces on the atoms, in the same order (eV/Å):
O 1.5 -1.6 -0.4
O 0.2 1.9 0.9
O 0.5 -0.1 -1.3
O 0.9 -0.4 -0.4
O -1.2 1.5 -2.0
O 1.4 0.2 1.3
O 0.6 0.7 -0.3
O 0.1 0.4 0.3
O 0.5 0.2 0.0
O -1.8 -0.9 0.6
O 0.7 -0.7 1.4
O 1.0 -2.2 0.9
O 0.3 0.5 2.5
O 0.2 -0.4 0.0
O -0.9 0.3 0.5
O 1.2 -1.1 2.2
O -1.2 -0.3 -0.3
O -0.5 -0.4 0.1
O 0.7 -1.9 -0.1
O -0.1 0.0 0.5
O 0.5 1.3 -1.0
N -1.7 -1.6 0.6
C 0.8 2.4 0.4
C -0.8 0.0 -2.4
C -0.3 1.0 0.3
C 1.0 1.2 -1.3
C -0.6 -0.2 -1.4
C 0.5 -1.9 -0.7
C -0.6 0.8 0.5
C -0.7 -0.4 1.1
C -1.6 0.6 -1.5
C 1.0 -0.7 -1.7
C -0.5 -0.6 -0.8
C 1.2 0.6 2.0
C -1.1 0.4 0.6
C -0.4 0.5 -0.2
C 1.0 0.2 0.1
C -0.8 0.0 0.4
C -0.3 1.2 0.9
C 0.0 1.6 -0.4
C -0.5 3.1 0.0
C -0.1 -1.1 -1.2
C -0.9 0.0 -0.9
C -1.5 0.0 0.2
C 0.1 -0.8 2.0
C 0.2 -0.8 -2.3
C -1.3 -1.5 0.5
C 2.4 1.5 1.0
C 1.0 -0.3 -0.3
C 0.5 2.3 -0.6
C 2.7 1.6 0.2
C -0.5 1.0 -0.9
C 0.4 0.4 -0.8
C -1.1 -1.0 1.3
C -2.6 -0.6 -0.4
C 0.4 0.4 -0.2
C -0.8 2.3 -0.1
C 0.2 -0.9 1.3
C 0.8 0.9 -0.9
C 1.1 -1.3 0.0
C 0.2 -1.2 -0.4
C 1.5 -0.5 -0.4
C -0.3 -0.3 0.2
C 1.2 -0.8 0.5
C -1.8 1.7 -0.4
C -0.5 0.2 -0.1
C 0.9 -2.0 1.0
C 0.0 0.7 -1.5
C 0.7 0.6 0.2
C 0.3 -1.0 0.8
C 0.0 -0.6 0.3
H 0.0 -0.1 -0.2
H 0.6 0.1 0.5
H -0.4 0.0 -0.1
H -0.1 -0.1 -0.2
H -0.2 -0.5 0.0
H -0.1 0.4 0.2
H -0.1 -0.6 0.9
H 0.1 -0.6 -0.2
H 0.4 0.3 0.5
H 0.0 -0.3 0.6
H -0.6 0.8 -0.4
H -0.5 0.4 0.1
H -0.4 -0.2 -0.5
H -0.3 0.2 0.4
H 0.3 0.0 0.4
H -0.9 0.4 -0.6
H 0.0 -0.9 0.3
H 0.0 0.6 -0.2
H 0.0 -1.2 0.5
H -0.7 0.1 0.6
H -0.8 0.6 0.1
H 1.1 -0.5 0.6
H -0.6 0.0 -0.2
H -0.8 -0.1 -0.2
H -0.4 -0.6 -0.1
H 0.6 1.0 0.0
H -0.3 0.2 0.7
H -1.0 0.2 -0.4
H -0.5 0.5 0.3
H 0.2 -0.2 -0.3
H 0.4 -0.4 -0.1
H 0.1 0.2 0.2
H 0.1 -0.1 -0.3
H 0.0 -0.3 -0.4
H 0.3 -0.1 1.1
H -0.6 0.1 0.1
H 0.8 -1.1 -0.2
H 0.6 -0.5 0.7
H 0.9 0.0 -0.6
H 0.3 0.4 -0.6
H 0.6 -0.3 -0.3
H 0.4 0.2 -0.2
H 0.1 -0.5 0.1
H 0.6 0.3 0.2
H -0.1 -0.1 -0.5
H -0.8 -0.3 -0.1
H -0.2 -0.8 0.0
H -0.6 1.1 0.5
H -0.1 -0.4 0.2
H -0.1 -0.7 -0.2
H 0.7 -0.1 -0.6
H 0.5 0.3 -0.1
H -0.3 -0.1 -0.5
H 0.4 0.4 -0.4
H 0.3 0.3 -0.9
H 0.4 -0.2 0.4
H -0.1 -0.3 0.1
H 0.0 -0.4 1.5
H -0.6 0.6 -0.8
H -0.6 -0.9 -0.1
H -0.5 0.1 0.3
H 0.2 -0.2 0.4
H 0.2 -0.2 -0.4
H -0.1 0.4 -0.1
H -0.1 0.4 0.1
H -0.3 -0.7 -0.7
H 0.0 0.9 -0.2
H 0.9 0.0 0.6
H -0.1 -0.4 0.4
H -0.1 0.8 0.3
H 0.0 0.6 -0.6
H -0.2 0.1 0.3
H 0.5 0.2 -0.5
H 0.2 0.5 -0.2
H 0.4 -0.2 0.2
H 0.0 0.4 0.1
H -0.6 -0.2 0.1
H 0.4 -0.3 0.5
H -0.5 -0.2 -0.2
H 0.0 0.0 -0.5
H 0.2 -0.2 0.5
H 0.0 0.4 0.3
H 0.3 -0.1 -0.2
H 0.5 -0.3 -0.5
H 0.1 0.0 -0.1
H -0.3 -0.3 0.1
H -0.2 1.4 -0.1
H -0.2 0.0 0.0
H -0.2 0.2 -0.4
H -0.1 -0.1 0.5
H -0.3 0.1 0.1
H 0.2 -0.9 -0.4
H 0.1 -0.1 -0.4
H -0.4 -0.1 0.7
H -0.7 -0.2 -0.8
H 0.6 0.4 0.1
H 0.3 -0.8 -0.4
H -0.5 -0.4 -0.3
H -0.6 -0.8 -0.4
H -0.4 -0.4 0.3
H 0.0 0.6 0.0
H -0.3 -0.2 -0.1
H -0.1 0.0 0.4
H 0.0 0.4 -0.7
H -0.2 -0.8 -0.4
H -0.1 -0.6 0.3
H 0.5 0.1 0.8
H -0.4 0.1 -0.2
H 0.1 -0.4 -0.2
H 0.1 0.0 0.0
H 0.1 0.5 0.3
H 0.3 0.4 -0.3
H -0.2 0.5 0.6
H 0.0 -0.4 0.0
H 0.1 0.6 -0.1
H -0.5 -0.6 -0.3
H 0.4 0.1 -0.5
H 0.1 0.1 0.7
H -0.3 -0.6 0.0

Values from the calculation:
orbital gap = 0.297 hartree
HOMO level = -7.520 eV
SMILES = CC1(C)CCCC(C)(C)N1O.COCCOC.COCCOC.COCCOC.COCCOC.COCCOC.COCCOC.COCCOC.COCCOC.COCCOC.COCCOC
energy = -97210.053 eV

---

C49H31BaN6O4 as an isolated structure, computed with the ωB97M-V functional and the def2-TZVPD basis.

Last column: Mulliken charge in e.
Cartesian coordinates (Å):
Ba 0.5452 0.5374 0.0385  3.128
O 6.1370 3.3872 -0.3806  -0.565
O 1.9669 2.1907 0.4184  -0.871
O 7.5409 1.8486 -1.1511  -0.653
O 3.7710 3.5197 0.3346  -0.867
N -0.4910 -0.1602 -2.0475  -0.382
N 4.4126 -0.8231 -0.5625  -0.016
N -0.5634 0.0896 2.1354  -0.671
N 3.4585 0.0256 -0.1784  0.009
N -1.5406 1.7738 -0.0823  -0.779
N 0.4340 -1.8902 0.1915  -0.221
C -1.1230 1.0985 2.8460  -0.068
C -0.4173 -3.7611 4.4354  0.093
C -0.6464 -0.5168 4.3426  -1.281
C -1.3313 5.0763 4.8307  -0.810
C 6.4490 2.1588 -0.7190  0.467
C 5.5854 -0.2084 -0.7992  -0.498
C 0.5622 -2.6082 1.3365  -0.329
C 0.8817 -3.9849 1.0100  -1.298
C -2.7110 3.9682 -5.5231  -0.787
C -4.0691 3.7277 -5.6701  -0.325
C -2.6957 3.5844 -0.8861  -1.340
C 5.3862 1.1313 -0.5562  0.155
C -2.0004 3.3630 -4.4960  0.186
C -3.3456 3.5405 3.7086  0.160
C -0.1228 -1.2593 -2.7544  0.374
C 1.9220 -3.3645 4.1049  0.153
C -1.0227 4.1133 3.8818  0.090
C 0.3051 -2.1465 2.6433  1.854
C 0.6003 -3.1029 3.7498  -0.601
C -1.6571 2.2895 2.3120  2.021
C 1.1987 -4.9077 5.8013  -0.335
C -4.7150 2.8830 -4.7781  -0.838
C -2.6474 5.2720 5.2258  -0.356
C 1.2713 -5.5846 -5.0049  -0.382
C 0.6057 -2.7439 -0.8497  0.131
C 2.2904 -4.7652 -4.5418  -0.742
C 0.4207 -2.4388 -2.2130  1.316
C -1.2036 0.0703 -4.2157  -1.263
C -0.1207 -4.6567 5.4525  -0.785
C -0.5318 -1.1028 -4.1395  -1.217
C 0.9060 -4.0701 -0.3428  -1.401
C -2.0279 3.3334 3.3128  -0.995
C -1.1732 0.7283 4.2472  -1.405
C -3.6534 4.5024 4.6604  -0.763
C 2.2200 -4.2578 5.1230  -0.865
C -2.0214 2.3406 -1.2137  0.280
C -1.1933 0.6475 -2.8836  0.273
C 2.0094 -3.7527 -3.6355  0.134
C -0.3035 -4.3717 -3.6494  0.210
C -2.5948 3.7388 0.4552  -1.171
C -1.8888 1.8136 -2.5108  0.910
C -0.2612 -0.9097 3.0009  0.279
C -4.0050 2.2809 -3.7503  0.216
C 0.7107 -3.5404 -3.1815  -0.590
C -0.0264 -5.3863 -4.5536  -0.812
C -2.6385 2.5092 -3.6013  -0.564
C 4.0241 1.2217 -0.1589  -0.032
C 3.1851 2.4208 0.2347  0.413
C -1.8882 2.5731 0.9564  0.004
H -0.5424 5.6791 5.2640  0.379
H 3.2530 -4.4465 5.3892  0.373
H -1.6814 0.5005 -5.0822  0.431
H -4.6212 4.1963 -6.4753  0.362
H 2.8016 -3.1070 -3.2749  0.448
H -1.4475 -3.5721 4.1584  0.444
H -3.1592 4.2543 -1.5942  0.472
H 1.4861 -6.3722 -5.7164  0.360
H -0.3554 -1.8130 -4.9319  0.464
H -4.5023 1.6162 -3.0542  0.466
H -0.8233 -6.0266 -4.9117  0.382
H -2.9618 4.5566 1.0558  0.492
H -2.2008 4.6289 -6.2138  0.373
H -1.3157 -4.2168 -3.2954  0.450
H -4.1313 2.9372 3.2696  0.443
H 1.4310 -5.6040 6.5973  0.376
H -2.8869 6.0193 5.9722  0.367
H 4.1938 -1.8011 -0.6363  0.154
H -0.5435 -1.1186 5.2316  0.456
H -1.5900 1.3269 5.0427  0.448
H -4.6825 4.6530 4.9644  0.372
H 1.0324 -4.7792 1.7247  0.452
H 6.4759 -0.7183 -1.1254  0.538
H 5.1453 3.4617 -0.1291  0.472
H 0.0034 3.9600 3.5702  0.566
H -0.9383 3.5438 -4.3828  0.452
H 2.7175 -2.8580 3.5716  0.475
H -0.9220 -5.1666 5.9737  0.374
H 3.3043 -4.9139 -4.8927  0.376
H -5.7753 2.6888 -4.8880  0.354
H 1.0679 -4.9540 -0.9408  0.450

Forces on the atoms, in the same order (eV/Å):
Ba 1.0 -0.7 -0.7
O 0.3 0.0 -0.3
O 2.9 3.0 0.7
O 0.0 0.0 0.1
O -0.3 -0.2 -0.1
N -1.2 -0.7 -1.5
N 0.2 0.1 0.0
N -1.1 -0.5 1.4
N -0.2 0.0 0.1
N -1.8 0.6 -0.1
N -0.4 -2.0 0.1
C 0.0 -0.1 -0.1
C 0.0 0.0 0.0
C 0.0 0.1 0.1
C 0.0 0.1 0.0
C 0.1 0.1 -0.1
C 0.0 0.1 -0.1
C 0.0 0.0 0.0
C 0.1 0.0 0.0
C 0.0 0.0 0.0
C 0.0 0.0 0.0
C 0.0 0.1 0.1
C -0.1 -0.1 0.1
C 0.0 0.0 0.0
C 0.0 0.0 0.0
C 0.0 0.0 0.1
C 0.0 0.0 0.0
C 0.0 0.0 0.0
C -0.1 0.0 -0.1
C 0.1 0.0 0.0
C 0.0 -0.1 0.0
C 0.0 0.0 0.0
C -0.1 0.0 0.0
C 0.0 0.0 0.0
C 0.0 0.0 0.0
C 0.1 0.0 0.1
C 0.0 0.0 0.0
C -0.1 0.1 0.0
C 0.0 0.0 -0.1
C 0.0 0.0 0.1
C 0.0 0.0 -0.1
C 0.1 -0.1 0.0
C 0.0 0.1 0.0
C 0.0 0.0 0.1
C -0.1 0.0 0.0
C 0.0 0.0 0.0
C 0.0 -0.1 0.0
C 0.0 0.0 0.1
C 0.0 0.0 0.0
C 0.0 0.0 0.0
C 0.0 0.1 -0.1
C 0.1 0.0 0.0
C 0.0 0.0 0.0
C 0.0 0.0 0.0
C 0.1 0.0 0.0
C 0.0 0.0 0.0
C 0.0 0.0 0.0
C 0.2 0.0 -0.1
C 0.3 0.2 0.0
C 0.0 0.0 0.0
H 0.0 0.0 0.0
H 0.0 0.0 0.0
H 0.0 0.0 0.0
H 0.0 0.0 0.0
H 0.0 0.0 0.0
H 0.0 0.0 0.0
H 0.0 0.0 0.0
H 0.0 0.0 0.0
H 0.0 0.0 0.0
H 0.0 0.0 0.0
H 0.0 0.0 0.0
H 0.0 0.0 0.0
H 0.0 0.0 0.0
H 0.0 0.0 0.0
H 0.0 0.0 0.0
H 0.0 0.0 0.0
H 0.0 0.0 0.0
H 0.0 0.0 0.0
H 0.0 0.0 0.0
H 0.0 0.0 0.0
H 0.0 0.0 0.0
H 0.0 0.0 0.0
H 0.0 0.0 0.0
H 0.0 0.1 0.3
H 0.0 0.0 0.0
H 0.0 0.0 0.0
H 0.0 0.0 0.0
H 0.0 0.0 0.0
H 0.0 0.0 0.0
H 0.0 0.0 0.0
H 0.0 0.0 0.0

Values from the calculation:
total charge = -1
orbital gap = 0.211 hartree
HOMO level = -4.306 eV
energy = -69145.321 eV